1.
The following is a quantum chemistry calculation of a single C4H9N3O2S molecule in a non-equilibrium geometry, from OMol25.

- Kohn-Sham gap: 9.66 eV
- Multiplicity: 1
- ΔE to the lowest compared entry with this formula, charge and spin: 281.5 kJ/mol
- DFT total energy: -23691.4606 eV
- HOMO level: -9.15 eV

Each line ends with the Löwdin charge.
Positions of all 19 atoms, in Å:
C: 0.09497 2.56885 1.08615  -0.5654
C: -0.74871 0.29811 0.68360  -0.4213
C: 0.64197 -1.54333 0.06947  -0.0497
C: 0.15725 0.26425 -1.55200  -0.1053
N: 0.32149 1.24550 1.15366  0.1326
N: -2.27581 3.11247 2.02109  -0.3110
N: -0.26599 -0.49498 -0.42897  -0.2277
O: 0.92070 3.38779 1.34168  0.0732
O: -1.82475 1.08611 0.33621  -0.3350
S: -1.77369 2.77132 0.58225  1.0296
H: -1.19314 -0.30309 1.43809  0.1471
H: 0.15589 -2.36093 -0.38321  0.0801
H: 1.63472 -1.33955 -0.26599  0.0779
H: 0.61328 -1.66189 1.10201  0.0669
H: 0.17540 -0.48722 -2.51745  0.1380
H: -0.55208 0.96537 -1.92116  0.0621
H: 1.26009 0.58576 -1.36904  0.1095
H: 1.19882 0.78742 1.29092  0.1440
H: -3.24302 3.30824 2.00636  -0.0456

Atoms 1-6, force components in eV/Å:
C 0.7 -1.1 0.1
C 1.0 1.3 -0.9
C -1.2 1.2 -2.3
C 2.8 -3.0 -2.5
N -2.5 -1.6 -0.4
N 1.7 -0.6 -0.9

=====

2.
The following is a quantum chemistry calculation of C56H47Cl3N5O3P2S2Y as an isolated structure, from OMol25.

- Kohn-Sham gap: 7.39 eV
- Net charge: +2
- Multiplicity: 1
- ΔE to the lowest compared entry with this formula, charge and spin: 72.1 kJ/mol
- DFT total energy: -151278.9529 eV
- HOMO level: -12.58 eV

Each line ends with the Löwdin charge.
Positions of all 119 atoms, in Å:
Y: -0.32088 1.02646 0.44131  1.3341
O: 1.75474 3.99631 -0.94724  -0.2446
S: 1.90596 2.86785 -0.08043  0.6334
O: 1.66949 1.51073 -0.68325  -0.4170
N: 0.85633 2.73265 1.09446  -0.2693
C: 0.48593 3.63802 2.08472  -0.2517
C: 1.10413 4.81596 2.40704  0.0160
C: 0.62309 5.59638 3.48356  -0.0362
C: -0.45753 5.20008 4.22070  -0.0124
C: -1.12645 3.99068 3.89939  -0.1391
C: -2.25932 3.52596 4.60252  0.0336
C: -2.86972 2.36027 4.22502  -0.0210
C: -2.34586 1.65825 3.12721  -0.1135
N: -1.28472 2.04991 2.44550  -0.0020
C: -0.65713 3.21120 2.82686  -0.1653
C: 3.51231 2.90027 0.62722  -0.2882
C: 3.85404 1.93077 1.56502  -0.0520
C: 5.10852 1.97048 2.14885  -0.0511
C: 6.00505 2.97167 1.79382  -0.0466
C: 5.65195 3.93140 0.86272  -0.0434
C: 4.39534 3.90348 0.27070  -0.0421
H: 1.96290 5.15951 1.84673  0.1187
H: 1.13083 6.51901 3.72025  0.1186
H: -0.81857 5.79497 5.04472  0.1223
H: -2.63610 4.10529 5.43431  0.1336
H: -3.73698 1.98020 4.73905  0.1174
H: -2.82873 0.74001 2.79741  0.1183
H: 3.14140 1.16907 1.84408  0.0919
H: 5.38762 1.22996 2.88489  0.1121
H: 6.98351 3.00290 2.25225  0.1182
H: 6.35325 4.70674 0.59297  0.1185
H: 4.10540 4.64427 -0.45737  0.1181
C: -2.46553 0.80931 -3.88268  -0.1050
N: -1.88684 0.83447 -2.52710  -0.5189
P: -2.33161 1.99128 -1.36501  0.9172
C: -4.12471 2.12342 -1.49907  -0.3539
C: -4.77116 3.34668 -1.60060  -0.0715
C: -6.15398 3.39188 -1.67951  -0.0560
C: -6.89274 2.22124 -1.65981  -0.0541
C: -6.24962 0.99285 -1.56108  -0.0596
C: -4.87094 0.94421 -1.47559  -0.1007
C: -1.62810 3.59675 -1.79220  -0.3848
C: -1.09493 3.93665 -3.03480  -0.0725
C: -0.56272 5.19841 -3.23744  -0.0524
C: -0.56810 6.13037 -2.21165  -0.0530
C: -1.09030 5.80107 -0.97181  -0.0627
C: -1.60706 4.53459 -0.75875  -0.1324
P: -1.06683 -0.51778 -1.90788  0.9170
C: -2.11463 -1.95443 -2.19790  -0.3758
C: -2.99264 -2.34369 -1.18687  -0.1348
C: -3.87664 -3.38991 -1.38706  -0.0656
C: -3.88128 -4.06088 -2.60281  -0.0693
C: -3.00147 -3.69116 -3.60942  -0.0559
C: -2.12066 -2.64162 -3.41018  -0.0770
C: 0.38009 -0.74461 -2.95724  -0.3748
C: 0.93006 0.31751 -3.66578  -0.0957
C: 2.10800 0.14159 -4.37314  -0.0517
C: 2.74670 -1.08883 -4.36551  -0.0499
C: 2.20662 -2.14898 -3.64707  -0.0577
C: 1.02846 -1.97957 -2.94300  -0.1045
H: -2.80991 1.80616 -4.15901  0.0859
H: -3.32114 0.12968 -3.91416  0.0858
H: -1.71489 0.47846 -4.60244  0.0847
H: -4.20402 4.26922 -1.63123  0.1047
H: -6.65307 4.34415 -1.76543  0.1145
H: -7.96863 2.26100 -1.72649  0.1145
H: -6.82275 0.07805 -1.55572  0.1120
H: -4.37606 -0.01699 -1.41468  0.0795
H: -1.07719 3.21920 -3.84297  0.0923
H: -0.14604 5.45516 -4.19843  0.1161
H: -0.15683 7.11517 -2.38063  0.1172
H: -1.08795 6.52394 -0.16964  0.1146
H: -2.00175 4.28167 0.22369  0.1042
H: -2.98531 -1.83355 -0.22893  0.0949
H: -4.55516 -3.68256 -0.60049  0.1141
H: -4.56958 -4.87662 -2.76362  0.1185
H: -3.00401 -4.22025 -4.55084  0.1201
H: -1.43571 -2.36135 -4.20097  0.1162
H: 0.45239 1.28973 -3.65327  0.0922
H: 2.52782 0.96649 -4.92969  0.1151
H: 3.66055 -1.22665 -4.92228  0.1142
H: 2.69550 -3.11295 -3.65286  0.1129
H: 0.59961 -2.82478 -2.41343  0.0863
Cl: -0.57872 -5.93293 5.98467  0.7109
C: 0.56405 -5.49190 4.76537  -0.6595
C: 0.17213 -5.43784 3.43787  -0.0765
C: 1.09710 -5.07964 2.47215  0.0040
C: 2.41357 -4.76089 2.79478  -0.1803
C: 3.42709 -4.33384 1.74537  -0.2658
C: 3.79652 -2.81676 1.81641  -0.0345
N: 2.66368 -1.91484 2.02864  -0.0363
C: 2.07072 -1.64279 3.23418  -0.0171
C: 1.03687 -0.79914 2.97467  -0.1000
N: 0.98905 -0.54556 1.62074  -0.0663
C: 1.98916 -1.23805 1.09448  -0.1741
O: 3.13188 -4.74812 0.42992  -0.0901
C: 2.10764 -4.04791 -0.27470  -0.1898
C: 1.15042 -4.96064 -0.97263  -0.3466
C: 1.48706 -6.02733 -1.75514  -0.9598
Cl: 3.06460 -6.57306 -2.13434  0.7071
S: 0.12816 -6.81431 -2.43154  1.0532
C: -0.93590 -5.71051 -1.67672  -0.3983
C: -0.26419 -4.78567 -0.93629  -0.1730
C: 2.77163 -4.86072 4.13927  -0.5847
Cl: 4.40942 -4.53466 4.64585  0.7520
C: 1.87078 -5.21739 5.12882  -0.1191
H: -0.83932 -5.69215 3.16340  0.1114
H: 0.78092 -5.08967 1.44320  0.0931
H: 4.36765 -4.85517 1.96750  0.1472
H: 4.28764 -2.52513 0.88819  0.1466
H: 4.49335 -2.63136 2.63109  0.1109
H: 2.44093 -2.06217 4.14408  0.1284
H: 0.34408 -0.35203 3.66400  0.1072
H: 2.26152 -1.25393 0.05217  0.1421
H: 2.59559 -3.39236 -1.01551  0.1221
H: 1.52819 -3.41244 0.38914  0.0971
H: -1.99671 -5.80955 -1.79920  0.0565
H: -0.75799 -4.01158 -0.36685  0.1067
H: 2.18834 -5.29185 6.15645  0.1118

Atoms 1-6, force components in eV/Å:
Y 0.1 -0.6 0.4
O 0.1 -0.2 0.1
S 0.4 0.0 -0.1
O -0.3 0.4 -0.1
N -0.1 0.7 0.2
C 0.0 0.0 0.1

=====

3.
The following is a quantum chemistry calculation of a 5-piece molecular cluster, C18H47NO10 overall in a non-equilibrium geometry, from OMol25.

- Kohn-Sham gap: 6.47 eV
- Multiplicity: 1
- ΔE to the lowest compared entry with this formula, charge and spin: 0.0 kJ/mol
- DFT total energy: -41374.6362 eV
- HOMO level: -6.02 eV

Each line ends with the Löwdin charge.
Positions of all 76 atoms, in Å:
N: -73.85613 -25.30969 -16.22970  0.3122
H: -74.00746 -24.84186 -17.27452  0.2106
H: -72.93818 -25.42631 -16.18506  0.0100
H: -74.43429 -26.19693 -16.09067  0.1121
H: -74.12849 -24.84241 -15.39284  0.0811
O: -75.69121 -27.17227 -14.43868  -0.5532
H: -76.33402 -26.56047 -14.84811  -0.1934
C: -68.70507 -24.37180 -19.59356  -0.1598
O: -69.19841 -24.03259 -18.30183  -0.2164
C: -70.42292 -23.17989 -18.41764  -0.1314
C: -70.52514 -22.55838 -16.95877  -0.3613
O: -70.78532 -23.47816 -16.15372  -0.1236
C: -70.62507 -22.92074 -14.76280  -0.0620
C: -70.94667 -24.15505 -13.78758  -0.2441
O: -72.24908 -24.51249 -13.92789  -0.2445
C: -72.59933 -25.52634 -13.01677  -0.0959
H: -68.20993 -23.44295 -20.22319  0.1307
H: -69.41558 -25.10948 -20.11730  0.0872
H: -67.73199 -24.99965 -19.58135  0.0886
H: -71.12329 -23.84198 -18.71040  0.0453
H: -70.30758 -22.39200 -19.07301  0.0822
H: -71.39048 -21.80900 -17.04430  0.1284
H: -69.55451 -21.92071 -16.78647  0.1590
H: -71.31335 -22.05563 -14.69293  0.1201
H: -69.40143 -22.73563 -14.59873  0.1835
H: -70.81160 -23.87510 -12.61580  0.1613
H: -70.28048 -25.06065 -14.02298  0.1427
H: -72.46329 -25.34786 -11.97208  0.0742
H: -72.01527 -26.47689 -13.34571  0.1034
H: -73.68013 -25.78308 -13.24333  0.0921
C: -76.68290 -25.81268 -18.52376  -0.0740
O: -75.49451 -26.60729 -18.51368  -0.2176
C: -74.83558 -26.85768 -19.82579  -0.0835
C: -73.47189 -27.37164 -19.46279  -0.3654
O: -72.87374 -26.63800 -18.68377  -0.0939
C: -71.52207 -26.99711 -18.45076  -0.1491
C: -71.32687 -28.06225 -17.50405  -0.2356
O: -72.05337 -27.70442 -16.34667  -0.1776
C: -72.04747 -28.62785 -15.19539  -0.0142
H: -76.32412 -24.83654 -18.75260  0.0582
H: -77.02341 -25.91599 -17.41865  0.1212
H: -77.27050 -26.09660 -19.36234  0.0709
H: -74.50776 -25.95837 -20.29459  0.0996
H: -75.43674 -27.59214 -20.35997  0.1380
H: -72.87062 -27.24223 -20.34553  0.1412
H: -73.60805 -28.23003 -19.20706  0.0565
H: -71.09243 -25.84690 -17.97611  0.2038
H: -70.83742 -27.15831 -19.30790  0.1327
H: -70.26906 -28.11453 -17.16647  0.1405
H: -71.40796 -29.09943 -17.71511  0.1221
H: -72.61282 -29.34710 -15.48081  0.0242
H: -72.35701 -28.33235 -14.27669  0.0422
H: -71.07176 -29.14059 -15.01218  0.1096
C: -77.57909 -23.57308 -15.75669  -0.1521
O: -76.32517 -23.17537 -16.06350  -0.2066
C: -76.05254 -21.82882 -15.52732  -0.0746
C: -74.49631 -21.54556 -15.77975  -0.4027
O: -74.08562 -21.94932 -16.78795  -0.0951
C: -74.65214 -21.55789 -18.10472  -0.0096
C: -73.68203 -21.89370 -19.27741  -0.2259
O: -73.66128 -23.21261 -19.56863  -0.1585
C: -72.90733 -23.42068 -20.72316  -0.1282
H: -78.22089 -23.25356 -16.53732  0.0825
H: -77.86410 -23.10613 -14.82222  0.0935
H: -77.71352 -24.61855 -15.65192  0.0686
H: -76.03899 -21.86014 -14.51556  0.0860
H: -76.75279 -21.25894 -16.05926  0.1079
H: -73.89929 -22.08495 -15.01315  0.1382
H: -74.17101 -20.53356 -15.60052  0.1252
H: -74.75952 -20.56309 -18.19729  0.0897
H: -75.63237 -22.02762 -18.09469  0.1311
H: -72.65307 -21.50190 -19.08233  0.1383
H: -73.95695 -21.23209 -19.93932  0.0678
H: -71.75967 -23.06203 -20.54655  0.1104
H: -73.41870 -22.86520 -21.55260  0.1007
H: -72.59656 -24.48000 -21.16764  0.1248

Atoms 1-6, force components in eV/Å:
N -5.6 0.5 -3.8
H -0.2 -1.3 3.8
H 5.2 -1.4 0.4
H 0.6 0.1 -0.3
H -0.5 1.5 0.3
O 0.5 1.1 -0.9